# 1
ORCA calculation (ωB97M-V with the def2-TZVPD basis set) on a molecular structure, C12H12F12MgN2O14S4 in a non-equilibrium geometry.

ORCA input file:
```
! wB97M-V def2-TZVPD RIJCOSX def2/J DEFGRID3
* xyz -1 2
Mg -13.288 21.141 4.419
C -9.416 20.667 2.571
F -8.602 19.784 1.949
F -8.740 21.410 3.514
F -9.914 21.503 1.619
S -10.887 19.656 3.449
O -11.921 19.864 2.485
O -10.510 18.250 3.759
N -11.531 20.636 4.883
S -10.580 19.946 5.949
O -11.345 18.966 6.757
O -9.144 19.730 5.780
C -10.511 21.454 7.254
F -11.658 21.547 7.901
F -9.542 21.339 8.085
F -10.353 22.600 6.624
C -15.401 18.811 1.780
F -16.232 18.605 0.735
F -15.568 17.853 2.644
F -14.251 18.898 1.268
S -15.929 20.486 2.624
O -16.784 21.142 1.640
O -16.595 20.230 3.930
N -14.375 21.234 2.949
S -14.058 22.068 1.606
O -12.646 22.275 1.382
O -14.651 21.530 0.325
C -14.697 23.916 1.810
F -15.186 24.177 0.582
F -15.632 24.150 2.777
F -13.663 24.729 2.030
C -14.079 17.065 7.981
C -15.277 17.990 7.991
C -15.237 19.168 8.900
O -14.763 20.193 8.060
C -14.745 19.828 6.807
O -14.541 20.576 5.899
O -15.238 18.637 6.682
H -13.392 17.108 7.136
H -14.484 16.058 8.079
H -13.399 17.082 8.833
H -16.211 17.437 8.096
H -14.527 18.826 9.652
H -16.281 19.364 9.148
C -9.880 25.337 2.559
C -10.370 24.855 3.940
C -11.069 25.849 4.838
O -12.129 25.035 5.393
C -12.311 23.971 4.687
O -13.191 23.119 4.787
O -11.316 23.915 3.820
H -9.217 26.193 2.688
H -10.687 25.641 1.892
H -9.395 24.478 2.097
H -9.523 24.438 4.486
H -11.665 26.656 4.411
H -10.377 26.309 5.543
*
```

Output
Max |F|, eV Å⁻¹: 6.417
<S²>: 0.755
ΔE to the lowest compared entry with this formula, charge and spin, kJ/mol: 0.0
Highest occupied orbital energy (alpha / beta), eV: -1.52 / -6.37
Frontier orbital gap (alpha / beta), eV: 3.726 / 8.573


# 2
ORCA calculation (ωB97M-V with the def2-TZVPD basis set) on 4 unconnected molecules or ions with the total composition C12H12F4O12 in a non-equilibrium geometry.

ORCA input file:
```
! wB97M-V def2-TZVPD RIJCOSX def2/J DEFGRID3
* xyz 0 1
O 7.932 -0.524 -1.668
C 6.960 -0.112 -1.136
O 6.661 -0.255 0.167
C 5.431 0.416 0.478
C 5.014 1.035 -0.857
F 4.990 2.396 -0.823
O 5.986 0.607 -1.767
H 4.660 -0.248 0.851
H 5.737 1.222 1.145
H 4.037 0.683 -1.189
O 0.899 1.216 -2.277
C 0.137 2.047 -1.921
O -0.563 2.863 -2.726
C -1.438 3.684 -1.925
C -1.325 3.036 -0.547
F -2.379 2.147 -0.365
O -0.165 2.311 -0.621
H -0.948 4.661 -1.896
H -2.419 3.744 -2.378
H -1.441 3.749 0.263
O -4.489 0.226 2.208
C -4.558 -0.913 1.917
O -4.209 -1.406 0.698
C -4.155 -2.821 0.795
C -5.112 -3.095 1.953
F -4.652 -4.164 2.659
O -5.026 -1.910 2.715
H -4.523 -3.338 -0.090
H -3.156 -3.160 1.055
H -6.162 -3.266 1.726
O 2.327 -0.589 1.203
C 1.239 -0.768 0.774
O 0.927 -1.635 -0.205
C -0.481 -1.609 -0.434
C -1.010 -0.724 0.668
F -1.513 -1.493 1.709
O 0.127 -0.095 1.177
H -0.612 -1.272 -1.460
H -0.909 -2.605 -0.312
H -1.819 -0.040 0.436
*
```

Output
Max |F|, eV Å⁻¹: 1.926
ΔE to the lowest compared entry with this formula, charge and spin, kJ/mol: 18.7
Highest occupied orbital energy, eV: -11.06
Frontier orbital gap, eV: 11.342
Structure (SMILES): O=C1OC[C@@H](F)O1.O=C1OC[C@@H](F)O1.O=C1OC[C@@H](F)O1.O=C1OC[C@@H](F)O1


# 3
ORCA calculation (ωB97M-V with the def2-TZVPD basis set) on C12H12FN3O in the gas phase in a non-equilibrium geometry.

ORCA input file:
```
! wB97M-V def2-TZVPD RIJCOSX def2/J DEFGRID3
* xyz 0 1
H 2.787 0.177 0.821
N 2.482 -0.072 -0.120
C 1.182 -0.181 -0.239
C 0.603 -0.602 -1.561
C -0.728 -1.043 -1.730
C -1.180 -1.464 -3.000
C -0.320 -1.465 -4.106
F -0.658 -1.977 -5.314
C 0.996 -1.093 -3.890
C 1.453 -0.657 -2.669
C 0.356 0.203 0.913
C -0.762 0.977 1.007
C -1.416 1.807 -0.043
N -1.146 1.072 2.328
N -0.171 0.350 3.110
C -0.126 0.313 4.522
C 0.770 -0.160 2.241
O 1.845 -0.586 2.593
H -1.382 -1.155 -0.896
H -2.183 -1.850 -3.130
H 1.669 -1.154 -4.719
H 2.535 -0.447 -2.579
H -1.507 2.848 0.343
H -2.404 1.455 -0.268
H -0.842 1.829 -0.952
H -1.567 1.936 2.670
H 0.702 0.935 4.798
H -1.050 0.722 4.981
H 0.062 -0.715 4.888
*
```

Output
Max |F|, eV Å⁻¹: 3.034
ΔE to the lowest compared entry with this formula, charge and spin, kJ/mol: 0.0
Highest occupied orbital energy, eV: -8.47
Frontier orbital gap, eV: 8.931
Structure (SMILES): [H]/N=C(/c1ccc(F)cc1)c1c(C)[nH]n(C)c1=O


# 4
ORCA calculation (ωB97M-V with the def2-TZVPD basis set) on C12H12O7 in the gas phase in a non-equilibrium geometry.

ORCA input file:
```
! wB97M-V def2-TZVPD RIJCOSX def2/J DEFGRID3
* xyz 0 1
C -1.060 -0.858 -2.805
C -1.186 -0.350 -1.406
O -0.122 -0.989 -0.692
C -0.090 -0.632 0.672
C 0.816 -1.632 1.367
C 2.232 -1.697 0.781
C 3.114 -1.130 1.919
O 4.310 -0.897 1.766
O 2.415 -0.887 3.028
C 1.136 -1.218 2.809
O 0.251 -1.161 3.642
C 0.370 0.842 0.773
C -0.443 1.808 -0.107
C -1.664 2.514 0.452
O -1.682 2.881 1.627
O -2.647 2.748 -0.476
C -2.318 2.001 -1.540
O -2.896 1.956 -2.620
C -1.033 1.185 -1.395
H -0.145 -0.480 -3.240
H -1.909 -0.563 -3.437
H -0.982 -1.949 -2.829
H -2.155 -0.635 -0.982
H -1.087 -0.691 1.179
H 0.328 -2.585 1.338
H 2.424 -2.733 0.523
H 2.362 -1.073 -0.080
H 1.461 0.940 0.473
H 0.334 1.177 1.818
H 0.231 2.634 -0.345
H -0.362 1.474 -2.211
*
```

Output
Max |F|, eV Å⁻¹: 5.474
ΔE to the lowest compared entry with this formula, charge and spin, kJ/mol: 0.0
Highest occupied orbital energy, eV: -10.91
Frontier orbital gap, eV: 11.184
Structure (SMILES): C[C@H]1O[C@@H]([C@H]2CC(=O)OC2=O)C[C@@H]2C(=O)OC(=O)[C@@H]21


# 5
ORCA calculation (ωB97M-V with the def2-TZVPD basis set) on 5 unconnected molecules or ions with the total composition C12H13BrCl12F6NO3 in a non-equilibrium geometry.

ORCA input file:
```
! wB97M-V def2-TZVPD RIJCOSX def2/J DEFGRID3
* xyz 1 1
C 1.431 0.148 0.697
C 1.372 1.717 0.656
Br 2.432 2.367 -0.863
C -0.080 2.223 0.610
N -0.721 1.948 -0.728
C -2.148 1.528 -0.664
O -2.952 2.339 -0.770
C -2.576 0.039 -0.517
F -3.227 -0.245 -1.654
F -1.516 -0.770 -0.508
C -3.576 -0.264 0.642
F -4.728 0.392 0.521
F -3.880 -1.556 0.518
C -3.023 -0.058 2.094
F -1.695 -0.285 2.191
F -3.605 -0.984 2.842
C -3.375 1.312 2.765
O -3.495 1.331 3.907
O -3.503 2.470 2.048
H 1.665 -0.285 -0.285
H 2.085 -0.222 1.491
H 0.404 -0.189 0.932
H 1.887 2.057 1.572
H -0.032 3.303 0.815
H -0.645 1.756 1.427
H -0.186 1.183 -1.179
H -0.595 2.773 -1.329
H -4.314 2.479 1.512
C 5.822 0.003 -1.032
Cl 6.033 1.745 -0.847
Cl 4.458 -0.568 -0.062
Cl 5.582 -0.416 -2.726
H 6.721 -0.489 -0.678
C 3.300 0.396 4.950
Cl 4.774 1.291 5.300
Cl 2.344 1.232 3.708
Cl 3.671 -1.248 4.431
H 2.706 0.344 5.855
C 2.732 -1.027 -5.889
Cl 2.585 -0.128 -4.371
Cl 4.427 -1.189 -6.347
Cl 1.967 -2.611 -5.748
H 2.220 -0.470 -6.665
C -4.181 -4.573 -1.680
Cl -5.628 -5.566 -1.848
Cl -3.028 -5.330 -0.576
Cl -3.436 -4.283 -3.257
H -4.472 -3.617 -1.263
*
```

Output
Max |F|, eV Å⁻¹: 3.738
Highest occupied orbital energy, eV: -12.91
Frontier orbital gap, eV: 8.264


# 6
ORCA calculation (ωB97M-V with the def2-TZVPD basis set) on C12H13BrClF in the gas phase in a non-equilibrium geometry.

ORCA input file:
```
! wB97M-V def2-TZVPD RIJCOSX def2/J DEFGRID3
* xyz 0 1
F -0.270 -1.770 0.989
C -0.232 -0.564 0.430
C 1.037 -0.509 -0.341
C 1.477 0.631 -1.013
C 2.568 0.480 -1.839
C 3.282 -0.691 -2.037
C 2.860 -1.735 -1.320
C 1.840 -1.601 -0.441
C -0.174 0.792 1.689
Cl 1.021 0.554 2.937
C -1.530 0.852 2.245
C -2.575 1.122 1.166
C -2.668 0.108 0.034
C -1.339 -0.132 -0.529
Br -1.431 -1.527 -2.026
H 1.001 1.622 -1.075
H 2.867 1.369 -2.481
H 3.988 -0.622 -2.879
H 3.262 -2.718 -1.413
H 1.630 -2.519 0.100
H 0.055 1.619 1.050
H -1.476 1.722 2.921
H -1.793 -0.012 2.871
H -3.488 1.103 1.668
H -2.421 2.038 0.802
H -3.197 -0.800 0.436
H -3.314 0.457 -0.778
H -0.980 0.731 -1.166
*
```

Output
Max |F|, eV Å⁻¹: 4.560
Highest occupied orbital energy, eV: -9.08
Frontier orbital gap, eV: 9.703
Structure (SMILES): F[C@]1(c2ccccc2)[C@H](Cl)CCC[C@@H]1Br


> Among the records above, which one has the highest max |F|?

C12H12F12MgN2O14S4


Copy entry 4 word for word.
ORCA calculation (ωB97M-V with the def2-TZVPD basis set) on C12H12O7 in the gas phase in a non-equilibrium geometry.

ORCA input file:
```
! wB97M-V def2-TZVPD RIJCOSX def2/J DEFGRID3
* xyz 0 1
C -1.060 -0.858 -2.805
C -1.186 -0.350 -1.406
O -0.122 -0.989 -0.692
C -0.090 -0.632 0.672
C 0.816 -1.632 1.367
C 2.232 -1.697 0.781
C 3.114 -1.130 1.919
O 4.310 -0.897 1.766
O 2.415 -0.887 3.028
C 1.136 -1.218 2.809
O 0.251 -1.161 3.642
C 0.370 0.842 0.773
C -0.443 1.808 -0.107
C -1.664 2.514 0.452
O -1.682 2.881 1.627
O -2.647 2.748 -0.476
C -2.318 2.001 -1.540
O -2.896 1.956 -2.620
C -1.033 1.185 -1.395
H -0.145 -0.480 -3.240
H -1.909 -0.563 -3.437
H -0.982 -1.949 -2.829
H -2.155 -0.635 -0.982
H -1.087 -0.691 1.179
H 0.328 -2.585 1.338
H 2.424 -2.733 0.523
H 2.362 -1.073 -0.080
H 1.461 0.940 0.473
H 0.334 1.177 1.818
H 0.231 2.634 -0.345
H -0.362 1.474 -2.211
*
```

Output
Max |F|, eV Å⁻¹: 5.474
ΔE to the lowest compared entry with this formula, charge and spin, kJ/mol: 0.0
Highest occupied orbital energy, eV: -10.91
Frontier orbital gap, eV: 11.184
Structure (SMILES): C[C@H]1O[C@@H]([C@H]2CC(=O)OC2=O)C[C@@H]2C(=O)OC(=O)[C@@H]21


> Which formula does entry 6 have?

C12H13BrClF


> Which value of max |F| does entry 6 give?

4.560 eV Å⁻¹